134
Properties=species:S:1:pos:R:3:forces:R:3 method="wB97M-V/def2-TZVPD" charge=-3 e_tot_ha=-4386.55680 lumo_energy_ev=4.0 orbital_gap_ev=1.3 fmax_ev_per_a=4.77 homo_ev=2.76 multiplicity=1
K -3.476483 -1.212579 1.123040 -0.82 0.14 0.68
K -0.467935 -2.149183 3.533111 -0.91 0.10 -0.10
O -6.819336 1.455019 -0.295955 1.94 2.38 -1.28
C -6.982688 0.459172 0.578324 -3.75 -2.23 -0.16
O -6.096818 0.138465 1.329613 3.23 0.11 1.45
O -8.092491 -0.049869 0.445870 -2.28 -1.14 0.15
H -5.888895 1.555262 -0.081869 0.95 1.13 -0.69
O 0.620206 0.683308 -0.587413 1.23 0.72 -1.56
C -0.279680 0.352890 0.331891 -2.54 -1.00 2.15
O -1.464837 0.673423 0.176622 -0.77 1.17 -0.85
O 0.149514 -0.318462 1.286822 0.99 -0.59 0.55
H 1.323307 0.156269 -0.200775 1.18 -0.10 -0.36
P -3.517744 -2.779004 3.795661 -2.48 -1.22 3.57
O -2.771342 -3.435445 2.632802 2.48 -0.43 -2.22
O -3.366344 -3.648473 5.099476 1.40 0.50 -0.41
O -4.984723 -2.766414 3.482002 -1.12 0.55 -0.91
O -2.987220 -1.326419 4.026631 1.20 0.09 -0.91
C 6.635917 -1.191083 1.096193 -0.39 0.33 1.04
C 6.963681 -2.210249 0.097223 0.24 -2.08 -1.77
O 6.397278 -3.557357 0.333537 0.12 1.62 0.27
H 6.536635 -1.685006 2.062774 0.03 0.37 0.22
H 5.732648 -0.621488 0.877613 -0.17 -0.48 -0.01
H 7.425041 -0.439236 1.106620 0.20 -0.08 0.24
H 8.036587 -2.378287 0.003675 0.20 0.29 0.14
H 6.615243 -1.867971 -0.877223 0.02 -0.04 -0.33
H 6.761940 -4.095932 -0.372547 -0.10 -0.16 -0.02
C -5.132139 1.850035 -3.301915 1.23 0.33 1.09
C -3.754215 2.134696 -2.533472 -1.32 0.06 -0.47
O -3.705435 1.445176 -1.341907 -0.94 -1.41 0.80
H -5.990264 1.956035 -2.638214 0.18 0.30 0.30
H -5.220903 0.816247 -3.635826 0.45 -0.03 -0.19
H -5.244795 2.545435 -4.133679 0.09 -0.07 -0.14
H -3.648845 3.166515 -2.198274 -0.22 0.74 -1.01
H -2.892798 1.847471 -3.136442 0.11 0.13 -0.57
H -2.831142 1.482337 -0.947150 0.58 -0.34 0.21
C -4.335407 4.327810 2.275369 0.40 -0.31 -1.50
C -3.647234 3.576637 1.116281 -2.43 -1.41 0.27
O -2.300226 3.598276 1.169316 3.15 1.25 0.12
H -3.867415 4.005677 3.205591 -0.39 0.03 0.06
H -5.387576 4.065765 2.164223 -0.06 -0.12 0.59
H -4.274813 5.408956 2.150581 0.27 0.16 0.11
H -4.011762 3.816287 0.117391 -0.36 0.82 -0.16
H -3.913742 2.521519 1.177890 -0.72 -0.18 0.42
H -1.953799 2.827644 0.713566 0.17 -0.41 0.11
C 4.894995 4.889799 -0.987022 -0.44 -0.13 -0.42
C 3.555146 4.509593 -1.613749 0.22 -0.31 0.16
O 3.635725 4.544407 -3.036595 0.13 0.21 0.63
H 5.250979 5.827967 -1.412716 -0.18 0.27 0.26
H 5.682804 4.174730 -1.223982 -0.18 -0.30 0.04
H 4.769682 4.942185 0.094480 0.19 0.19 0.00
H 2.725890 5.115180 -1.248097 0.15 0.73 -0.01
H 3.223059 3.523377 -1.289395 0.41 -0.44 0.04
H 2.836858 4.069333 -3.276849 -0.33 -0.38 -0.66
C -0.712869 0.171978 -5.790590 0.55 -1.10 1.41
C -2.186009 0.257496 -6.169788 2.18 0.17 -0.86
O -2.202153 1.450238 -6.955431 -1.27 0.55 -0.31
H 0.004744 -0.078780 -6.571777 -0.40 0.70 -0.96
H -0.423253 -0.669568 -5.161295 -0.60 -0.01 0.80
H -0.427196 1.095901 -5.287743 0.20 -0.10 -0.04
H -2.844967 0.363180 -5.307990 -0.01 -0.02 -0.26
H -2.403830 -0.592284 -6.816721 -0.66 -0.21 0.28
H -1.491178 1.364208 -7.594740 0.01 0.03 0.01
C 2.799935 -0.347631 -2.923095 0.42 -0.86 -1.35
C 3.264129 -1.681240 -2.277668 -1.49 1.41 -0.13
O 3.427449 -1.304498 -0.949174 0.68 -0.10 2.09
H 3.566426 0.427287 -2.933363 0.36 -0.24 -0.07
H 1.942671 0.143060 -2.462197 -0.06 -0.72 0.36
H 2.515086 -0.586066 -3.947844 -0.05 0.36 -0.34
H 4.116323 -2.217134 -2.695614 0.32 0.51 -0.27
H 2.438990 -2.392853 -2.306730 -0.18 -0.12 -0.14
H 4.302365 -1.474874 -0.592665 -0.04 -0.27 -0.15
C -1.044665 -4.558932 -1.606041 1.46 -0.28 0.49
C -1.104441 -4.148965 -0.151657 -1.75 0.68 -0.53
O -2.414897 -3.623010 0.049012 0.67 -0.76 -1.47
H -1.599690 -5.466883 -1.841968 -0.59 0.34 0.13
H -0.010999 -4.897672 -1.675952 0.48 0.20 -0.84
H -1.258362 -3.716092 -2.263351 -0.02 -0.23 -0.11
H -0.435314 -3.326370 0.100721 0.63 -0.12 -0.21
H -0.855773 -5.018952 0.456107 -0.29 0.02 0.42
H -2.623228 -3.752921 0.977086 -0.62 0.30 2.59
C -0.032313 1.799796 3.970213 0.52 0.92 -0.64
C -1.556117 1.653229 3.797884 0.50 0.26 0.47
O -2.052145 0.860512 4.805724 0.59 0.83 1.26
H 0.488259 2.093779 3.058797 -0.14 -0.19 -0.56
H 0.483380 0.909956 4.331264 -0.41 -0.26 0.01
H 0.261963 2.622505 4.621870 -0.34 0.01 0.62
H -1.817349 1.221233 2.831838 0.19 0.14 -0.29
H -2.077138 2.601809 3.927608 0.40 0.59 -0.60
H -2.383063 0.076908 4.360696 -1.24 -2.21 0.15
C 3.879550 1.440053 1.268672 -0.58 -1.08 -0.61
C 3.763730 0.612716 2.572101 -0.51 1.97 -1.29
O 5.036321 0.502246 3.130889 1.02 -0.31 1.44
H 2.925397 1.538881 0.751060 -0.24 0.09 0.26
H 4.474690 0.884323 0.544041 0.27 0.02 -0.14
H 4.312348 2.436862 1.353282 0.03 -0.07 0.55
H 3.255927 -0.345211 2.459783 0.14 -0.04 -0.34
H 3.135184 1.229629 3.214333 0.07 -0.27 0.49
H 5.740866 0.502609 2.478808 -0.45 0.05 -0.14
C 0.742413 4.483889 -4.974328 0.14 3.72 -2.99
C 0.192151 3.805283 -3.863784 -0.01 -2.58 2.31
O 1.220994 2.884662 -3.442956 -0.29 -0.10 0.38
H -0.084909 4.758543 -5.628696 0.00 -0.18 -0.53
H 1.537428 4.046524 -5.578288 -0.21 -0.51 0.36
H 1.068462 5.481038 -4.678534 0.63 0.03 0.07
H -0.698165 3.241215 -4.141765 -0.17 -0.06 0.23
H -0.009196 4.447776 -3.006606 -0.42 0.21 -0.17
H 0.843165 2.450315 -2.674721 0.27 -0.55 0.46
C 2.947925 -4.289569 1.281743 1.19 0.22 -1.04
C 2.720569 -3.135032 2.186757 -0.32 0.26 0.28
O 1.867071 -3.596937 3.212691 -0.40 0.44 0.75
H 2.057798 -4.727826 0.830404 -0.09 0.02 0.47
H 3.550369 -4.980739 1.871176 -0.26 -0.58 -0.27
H 3.583791 -3.949852 0.464199 0.17 -0.12 -0.24
H 2.287202 -2.248448 1.723856 -0.42 -0.17 -0.20
H 3.663087 -2.789076 2.611108 0.32 -0.02 0.04
H 2.398518 -3.922338 3.942948 -0.15 -0.04 0.08
C -5.184612 -1.930260 -2.206232 -1.30 1.10 -0.63
C -5.695150 -3.243593 -1.680218 2.03 0.21 1.06
O -5.209563 -3.264306 -0.324354 -1.39 -0.51 -0.30
H -5.458913 -1.792499 -3.252125 0.36 -0.03 -0.49
H -4.135651 -1.706252 -2.012296 0.10 -0.53 -0.20
H -5.730785 -1.125087 -1.714823 -0.05 0.04 0.33
H -5.236594 -4.066071 -2.229182 0.00 -0.33 -0.22
H -6.775442 -3.371448 -1.748913 -0.01 0.29 0.39
H -4.327423 -3.643013 -0.321460 0.33 -0.21 -0.03
C 2.234526 -1.172972 6.093209 -1.06 -1.41 0.67
C 1.619359 -2.489010 6.678694 0.02 -0.27 -0.86
O 0.451335 -2.902785 5.967604 0.48 0.98 0.17
H 1.519530 -0.355215 6.002914 -0.19 -0.19 0.06
H 2.599113 -1.446022 5.102944 0.37 0.43 0.05
H 2.994262 -0.873925 6.815340 0.40 0.09 -0.44
H 1.504819 -2.464940 7.762393 -0.48 0.38 0.10
H 2.327681 -3.299016 6.504714 0.71 0.00 0.13
H -0.028040 -3.603908 6.415077 -0.30 0.01 0.12